--- 1 ---
This record from the OMol25 dataset describes one molecule with the formula C3H5IO. The level of theory is the ωB97M-V functional and the def2-TZVPD basis.

Structure (ORCA input):
```
! RIJCOSX wB97M-V def2-TZVPD def2/J DEFGRID3
* xyz 0 1
C -0.01 0.79 0.50
C 0.67 1.82 1.36
C -1.27 0.25 1.18
O 0.29 0.36 -0.60
I -2.97 0.02 -0.18
H 0.60 1.53 2.39
H 1.79 1.73 1.14
H 0.61 2.82 1.09
H -0.96 -0.81 1.43
H -1.47 0.81 2.12
*
```

Properties
HOMO level ... -9.5 eV
SMILES string ... CC(=O)CI

--- 2 ---
This record from the OMol25 dataset describes C3H5IO as an isolated structure. The level of theory is the ωB97M-V functional and the def2-TZVPD basis.

Structure (ORCA input):
```
! RIJCOSX wB97M-V def2-TZVPD def2/J DEFGRID3
* xyz 0 1
C -1.24 0.33 0.20
C -1.84 -0.96 -0.17
C 2.67 1.05 0.10
O -1.59 1.39 0.57
I 1.37 -0.45 -0.34
H -2.92 -0.89 -0.49
H -1.07 -1.35 -0.84
H -1.76 -1.38 0.80
H 3.31 0.84 0.92
H 3.06 1.43 -0.76
*
```

Properties
HOMO level (spin up / spin down) ... -8.1 / -6.8 eV

The calculated energies rank the structures as follows, beginning with the most stable: 1, 2.